1.
DFT (ωB97M-V/def2-TZVPD) results for 2 unconnected molecules or ions with the total composition C4H8O.

XYZ file:
```
13
Properties=species:S:1:pos:R:3
C 1.66 -0.40 0.87
C 0.56 -0.97 0.41
C -0.78 -1.48 0.50
O 0.01 -1.41 -0.74
H 1.72 -0.18 1.93
H 2.46 -0.10 0.21
H -0.93 -2.48 0.89
H -1.64 -0.82 0.52
C -0.54 1.56 -0.82
H 0.08 1.18 -0.01
H -1.54 1.12 -0.77
H -0.07 1.28 -1.76
H -0.60 2.64 -0.72
```

Summary:
Energy relative to the best compared isomer or geometry (same formula, charge and spin) ... 58.38 kcal/mol
SMILES string ... C=C1CO1.C
Gap between HOMO and LUMO ... 10.330 eV

=====

2.
DFT (ωB97M-V/def2-TZVPD) results for 2 unconnected molecules or ions with the total composition C2H7NS2 in a non-equilibrium geometry.

XYZ file:
```
12
Properties=species:S:1:pos:R:3
C 0.25 -1.13 -0.26
C -0.65 1.04 0.17
N 0.00 -0.05 0.62
S -2.49 0.71 0.73
S 2.82 0.56 0.82
H 1.32 -1.21 -0.42
H 0.09 -2.10 0.26
H -0.33 -1.01 -1.17
H -0.26 1.94 0.76
H -0.59 1.17 -0.88
H -2.94 -0.27 -0.18
H 2.78 0.35 -0.45
```

Summary:
Energy relative to the best compared isomer or geometry (same formula, charge and spin) ... 91.34 kcal/mol
Gap between HOMO and LUMO (spin up / spin down) ... 6.835 / 8.763 eV

=====

3.
DFT (ωB97M-V/def2-TZVPD) results for 2 unconnected molecules or ions with the total composition CH2N2O2Si in a non-equilibrium geometry.

XYZ file:
```
8
Properties=species:S:1:pos:R:3
C 1.31 -0.58 2.80
N 2.13 -0.11 2.15
N 0.73 0.03 -1.22
O 0.48 -1.15 -1.49
O -0.68 2.38 -2.40
Si 0.47 1.67 -1.75
H 2.75 0.42 1.44
H 1.88 1.80 -1.46
```

Summary:
Energy relative to the best compared isomer or geometry (same formula, charge and spin) ... 51.47 kcal/mol
Gap between HOMO and LUMO (spin up / spin down) ... 8.046 / 7.955 eV

=====

4.
DFT (ωB97M-V/def2-TZVPD) results for C6H8 in the gas phase.

XYZ file:
```
14
Properties=species:S:1:pos:R:3
C 1.18 2.20 0.28
C 0.13 1.72 0.63
C -0.96 0.76 0.77
C -0.57 -0.29 -0.32
C -0.39 -1.78 -0.33
C 0.81 -0.83 -0.54
H 2.06 2.75 0.06
H -1.02 0.42 1.81
H -1.93 1.24 0.56
H -0.96 0.01 -1.30
H -0.96 -2.36 -1.06
H -0.25 -2.34 0.59
H 1.50 -0.86 0.31
H 1.35 -0.62 -1.47
```

Summary:
Energy relative to the best compared isomer or geometry (same formula, charge and spin) ... 56.93 kcal/mol
SMILES string ... C#CCC1CC1
Gap between HOMO and LUMO ... 10.836 eV

=====

5.
DFT (ωB97M-V/def2-TZVPD) results for a molecular structure, C49H54MoO7P4Si3 in a non-equilibrium geometry.

XYZ file:
```
118
Properties=species:S:1:pos:R:3
Mo -0.74 -0.04 -0.35
C -4.18 1.04 -1.32
Si -2.59 1.38 -0.34
C -2.87 1.40 1.55
C -4.01 2.12 1.89
C -4.63 2.05 3.13
C -4.07 1.23 4.10
C -2.87 0.55 3.82
C -2.27 0.57 2.57
P -0.59 -0.21 2.39
C 0.45 0.67 3.59
C 1.80 0.39 3.58
C 2.63 0.77 4.63
C 2.16 1.71 5.54
C 0.86 2.21 5.41
C 0.01 1.68 4.46
C -0.63 -1.87 3.22
C 0.55 -2.51 3.63
C 0.48 -3.78 4.19
C -0.73 -4.46 4.35
C -1.88 -3.83 3.95
C -1.84 -2.53 3.43
C -1.88 3.01 -0.97
C -2.86 4.01 -1.15
C -2.49 5.28 -1.51
C -1.17 5.57 -1.79
C -0.21 4.57 -1.72
C -0.51 3.29 -1.29
P 0.89 2.14 -0.91
C 1.97 2.09 -2.38
C 1.54 2.58 -3.62
C 2.37 2.48 -4.71
C 3.66 1.98 -4.60
C 4.10 1.46 -3.39
C 3.26 1.55 -2.29
C 1.78 3.16 0.30
C 3.15 3.48 0.25
C 3.71 4.22 1.28
C 2.92 4.79 2.27
C 1.56 4.54 2.28
C 1.02 3.74 1.32
H -5.08 0.78 -0.68
H -4.40 1.85 -2.04
H -4.02 0.16 -1.97
H -4.47 2.75 1.12
H -5.54 2.61 3.41
H -4.54 1.10 5.08
H -2.41 -0.03 4.62
H 2.22 -0.14 2.72
H 3.66 0.39 4.72
H 2.78 2.04 6.37
H 0.54 2.99 6.09
H -1.00 2.05 4.36
H 1.52 -2.02 3.56
H 1.40 -4.31 4.49
H -0.70 -5.48 4.73
H -2.84 -4.35 3.97
H -2.79 -2.06 3.16
H -3.91 3.80 -1.00
H -3.28 6.04 -1.61
H -0.86 6.57 -2.06
H 0.84 4.81 -1.94
H 0.52 2.92 -3.73
H 2.00 2.75 -5.71
H 4.33 2.03 -5.49
H 5.09 0.98 -3.38
H 3.57 1.08 -1.36
H 3.78 3.14 -0.58
H 4.79 4.43 1.29
H 3.38 5.42 3.04
H 0.95 4.95 3.11
H -0.05 3.57 1.31
C 4.82 -3.40 -0.98
C 3.59 -2.53 -0.87
O 3.50 -1.71 -2.03
P 3.99 -1.40 0.59
O 3.31 -2.16 1.83
O 5.59 -1.54 0.79
O 3.49 0.01 0.44
P 2.06 -3.63 -0.77
O 2.52 -5.02 -1.48
O 1.90 -3.89 0.73
O 0.99 -3.04 -1.62
H 5.66 -2.82 -1.40
H 4.64 -4.21 -1.71
H 5.16 -3.93 -0.11
H 2.52 -1.57 -2.12
H 2.66 -2.94 1.46
H 5.93 -1.11 1.61
H 2.65 -5.80 -0.88
C -1.51 0.81 -4.10
Si -0.75 -0.56 -2.97
C 0.65 -1.07 -4.10
C -1.96 -2.00 -3.32
C -2.32 -2.33 -4.63
C -3.11 -3.44 -4.89
C -3.61 -4.18 -3.86
C -3.43 -3.79 -2.55
C -2.55 -2.74 -2.29
Si -2.02 -2.31 -0.50
C -3.75 -2.14 0.36
C -1.59 -4.08 0.09
H -0.90 0.98 -5.00
H -1.56 1.75 -3.56
H -2.53 0.49 -4.41
H 1.04 -2.06 -3.85
H 1.49 -0.35 -4.08
H 0.29 -1.09 -5.15
H -1.92 -1.74 -5.47
H -3.31 -3.76 -5.91
H -4.20 -5.07 -4.07
H -3.91 -4.32 -1.75
H -3.96 -3.11 0.89
H -4.55 -1.89 -0.36
H -3.84 -1.35 1.09
H -2.53 -4.69 0.12
H -1.07 -4.11 1.07
H -0.93 -4.49 -0.65
```

Summary:
Expectation value of S² ... 2.162
Gap between HOMO and LUMO (spin up / spin down) ... 5.862 / 6.800 eV
2S+1 ... 3

=====

6.
DFT (ωB97M-V/def2-TZVPD) results for a molecular structure, C10H15BBr2F4MnN2O3.

XYZ file:
```
38
Properties=species:S:1:pos:R:3
Mn -0.10 -0.36 0.12
C 1.52 -0.46 3.79
C 1.31 0.47 2.60
C 1.47 1.93 2.96
O -0.02 0.24 2.04
C 2.28 0.09 1.47
O 3.46 0.14 1.61
O 1.70 -0.29 0.32
H 0.84 -0.19 4.60
H 2.54 -0.36 4.15
H 1.34 -1.50 3.51
H 0.78 2.21 3.75
H 1.29 2.57 2.09
H 2.49 2.10 3.31
H -0.74 0.66 2.53
Br 0.13 -0.01 -2.75
C -0.17 1.88 -2.53
Br -0.16 2.36 -0.66
H -1.15 2.11 -2.93
H 0.63 2.42 -3.02
N -0.04 -6.48 -0.64
C -0.05 -5.14 -0.48
C -1.25 -4.44 -0.27
C -1.22 -3.08 -0.11
N -0.07 -2.37 -0.15
C 1.09 -3.04 -0.35
C 1.14 -4.39 -0.52
H -0.89 -7.01 -0.61
H 0.82 -6.98 -0.79
H -2.20 -4.95 -0.23
H -2.13 -2.52 0.05
H 1.99 -2.44 -0.37
H 2.09 -4.87 -0.68
F -2.52 1.24 1.93
B -3.34 0.48 1.18
F -1.91 -0.31 -0.03
F -3.71 -0.70 1.68
F -4.03 1.06 0.22
```

Summary:
Energy relative to the best compared isomer or geometry (same formula, charge and spin) ... 1.23 kcal/mol
Expectation value of S² ... 6.044
Gap between HOMO and LUMO (spin up / spin down) ... 7.484 / 8.723 eV
2S+1 ... 5
Total charge ... +1